{
  "formula": "C28H18BrCl3MoN4O",
  "method": "ωB97M-V/def2-TZVPD",
  "total_energy_ha": -5394.58872,
  "multiplicity": 3,
  "e_homo_ev": [-6.54, -7.02],
  "orbital_gap_ev": [5.233, 4.987],
  "elements": ["Mo", "Br", "C", "C", "C", "C", "C", "C", "N", "N", "C", "C", "C", "C", "O", "C", "N", "C", "C", "C", "C", "H", "H", "H", "H", "H", "H", "H", "H", "H", "Cl", "C", "C", "C", "C", "C", "C", "C", "H", "H", "H", "H", "H", "H", "Cl", "C", "C", "C", "C", "C", "Cl", "C", "N", "H", "H", "H"],
  "positions_angstrom": [[-0.78, 1.96, 0.20], [4.01, -8.21, 1.58], [4.29, -6.83, 0.36], [3.95, -7.02, -1.02], [3.73, -5.94, -1.84], [3.90, -4.66, -1.23], [4.51, -4.45, 0.01], [4.57, -5.53, 0.89], [3.14, -3.69, -1.76], [2.89, -2.62, -1.12], [1.64, -2.21, -1.21], [0.56, -3.17, -1.25], [-0.76, -2.77, -1.40], [-1.08, -1.39, -1.63], [-2.14, -1.10, -2.25], [-0.01, -0.40, -1.34], [-0.24, 0.92, -1.47], [0.76, 1.80, -1.49], [2.10, 1.42, -1.47], [2.42, 0.05, -1.29], [1.32, -0.82, -1.28], [3.64, -8.02, -1.33], [3.33, -6.09, -2.87], [4.58, -3.39, 0.24], [4.75, -5.47, 1.93], [0.91, -4.19, -1.23], [-1.59, -3.50, -1.35], [0.58, 2.83, -1.68], [2.92, 2.07, -1.64], [3.43, -0.34, -1.26], [0.31, 6.06, 4.10], [0.10, 4.43, 3.53], [0.97, 3.80, 2.65], [0.65, 2.51, 2.18], [-0.57, 1.95, 2.61], [-0.88, 0.65, 1.94], [-1.43, 2.56, 3.45], [-1.12, 3.80, 4.01], [1.93, 4.35, 2.51], [1.58, 1.89, 2.00], [-1.92, 0.26, 2.04], [-0.17, -0.14, 2.16], [-2.38, 2.04, 3.73], [-1.81, 4.29, 4.70], [-2.32, 5.37, -0.54], [-3.74, 4.44, -0.73], [-4.96, 4.91, -1.19], [-5.99, 4.04, -1.62], [-5.83, 2.66, -1.40], [-4.68, 2.20, -0.76], [-4.60, 0.56, -0.34], [-3.59, 3.04, -0.50], [-2.41, 2.60, -0.01], [-5.08, 6.04, -1.22], [-6.82, 4.45, -2.26], [-6.56, 2.02, -1.85]],
  "lowdin_charge": [1.407, 0.773, -0.690, -0.125, -0.003, -0.301, -0.006, -0.098, 0.065, 0.073, -0.216, 0.025, 0.031, -0.333, 0.050, -0.165, -0.095, -0.291, -0.034, 0.000, -0.121, 0.098, 0.136, 0.113, 0.085, 0.100, 0.129, 0.091, 0.098, 0.111, 0.644, -0.657, -0.115, -0.173, -0.449, -0.203, -0.066, -0.063, 0.119, 0.140, 0.060, 0.050, 0.140, 0.107, 0.706, -0.638, -0.113, -0.079, -0.114, -0.646, 0.740, -0.425, -0.210, 0.119, 0.118, 0.099]
}